one:
# C6H12N2O2

A 3-piece molecular cluster, C6H12N2O2 overall (ωB97M-V with the def2-TZVPD basis set, OMol25).

## Properties
LUMO (spin up / spin down)	0.352 / 0.352	eV
gap between HOMO and LUMO (spin up / spin down)	0.2716 / 0.2716	Eh
E_HOMO (spin up / spin down)	-7.0 / -7.0	eV

```
! RIJCOSX wB97M-V def2-TZVPD def2/J DEFGRID3
* xyz 0 1
O -0.01 -1.06 -1.81
O -0.94 2.69 -0.21
N 1.04 1.19 1.38
N -0.73 1.46 -2.24
C 1.25 0.85 0.05
C -0.68 1.96 -1.10
C 0.01 -0.98 -0.47
C 0.88 -2.05 0.14
C -1.38 -0.66 1.56
C -1.21 -0.63 0.23
H 1.78 -2.17 -0.46
H -1.99 -0.19 -0.39
H 1.16 -1.82 1.17
H -1.24 1.95 -2.96
H 0.33 1.90 1.53
H -0.34 -0.17 -2.18
H -2.31 -0.32 2.01
H 1.16 0.49 2.10
H 2.04 0.12 -0.10
H -0.71 -1.20 2.22
H 0.35 -3.01 0.13
H 1.52 1.67 -0.61
*
```

---

two:
# C6H12N2O2

A 3-piece molecular cluster, C6H12N2O2 overall (ωB97M-V with the def2-TZVPD basis set, OMol25).

## Properties
LUMO	0.729	eV
gap between HOMO and LUMO	0.3399	Eh
E_HOMO	-8.5	eV

```
! RIJCOSX wB97M-V def2-TZVPD def2/J DEFGRID3
* xyz 0 1
O 1.42 -2.55 0.18
O 1.77 -0.81 -2.07
N 0.79 0.09 0.15
N -0.47 -0.97 -1.64
C 1.79 1.11 0.42
C -0.61 0.44 0.30
C -0.99 1.83 0.73
C -1.38 -0.27 -0.79
C -1.51 -0.72 0.65
C 0.85 -0.97 -1.28
H -2.21 0.24 -1.28
H -1.02 -1.66 0.93
H 1.64 1.56 1.41
H -2.07 1.97 0.65
H 1.22 -1.42 0.87
H -2.44 -0.50 1.16
H 2.78 0.64 0.40
H -0.75 -1.46 -2.47
H 0.61 -3.06 0.14
H -0.70 2.01 1.77
H 1.79 1.90 -0.34
H -0.51 2.59 0.09
*
```

---

three:
# C6H12N2O2

A 3-piece molecular cluster, C6H12N2O2 overall (ωB97M-V with the def2-TZVPD basis set, OMol25).

## Properties
LUMO	0.894	eV
gap between HOMO and LUMO	0.3893	Eh
E_HOMO	-9.7	eV

```
! RIJCOSX wB97M-V def2-TZVPD def2/J DEFGRID3
* xyz 0 1
O -2.75 2.75 -1.26
O -0.97 -1.44 -0.09
N 1.09 1.09 -1.20
N -0.49 -0.80 2.04
C 0.31 2.29 0.83
C -0.10 -1.28 0.94
C -0.52 -1.93 -1.34
C -2.53 1.64 -1.34
C 0.18 1.46 -0.41
C 1.33 -1.68 0.77
H 1.41 -2.76 0.61
H 1.32 2.67 0.95
H 0.07 1.66 1.69
H 1.78 -1.17 -0.08
H -1.48 -0.58 2.05
H -0.87 1.14 -0.71
H 0.19 -1.24 -1.79
H -0.07 -2.92 -1.26
H -1.41 -1.99 -1.96
H -0.39 3.12 0.80
H 1.87 -1.42 1.68
H 2.03 1.37 -0.93
*
```

---

four:
# C6H12N2O2

A 2-piece molecular cluster, C6H12N2O2 overall (ωB97M-V with the def2-TZVPD basis set, OMol25).

## Properties
LUMO	0.660	eV
gap between HOMO and LUMO	0.3916	Eh
SMILES	C[C@H]1C[C@@](C#N)(CN)O1.O
E_HOMO	-10.0	eV

```
! RIJCOSX wB97M-V def2-TZVPD def2/J DEFGRID3
* xyz 0 1
O -0.60 0.17 -0.65
O -3.77 -0.98 2.35
N 0.27 2.18 1.30
N -0.78 -1.18 2.54
C 0.34 -0.10 0.40
C 0.04 -0.80 -1.54
C 1.14 1.14 0.78
C 1.08 -1.14 -0.46
C -0.36 -0.67 1.58
C 0.53 -0.18 -2.82
H -0.32 0.20 -3.41
H -3.08 -1.23 3.00
H 2.11 -0.85 -0.70
H -3.39 -0.29 1.80
H 1.23 0.64 -2.63
H 1.05 -2.17 -0.09
H 1.70 1.44 -0.12
H 0.81 2.92 1.73
H 1.88 0.86 1.54
H -0.66 -1.62 -1.74
H 1.04 -0.95 -3.42
H -0.28 2.59 0.56
*
```

---

four is preferred energetically. Next in line: 9.8 kcal/mol higher.

---

one:
# C6H12N2O2

C6H12N2O2 as an isolated structure (ωB97M-V with the def2-TZVPD basis set, OMol25).

## Properties
LUMO	0.703	eV
gap between HOMO and LUMO	0.3823	Eh
E_HOMO	-9.7	eV

```
! RIJCOSX wB97M-V def2-TZVPD def2/J DEFGRID3
* xyz 0 1
O 1.84 -2.43 1.47
O -0.81 2.15 -0.96
N 1.92 -1.50 -0.85
N 1.18 0.18 2.22
C 1.78 -0.73 0.07
C -2.42 0.29 -1.30
C -0.13 1.30 -1.88
C -1.04 0.74 -0.88
C 0.92 0.27 0.78
C -0.56 0.10 0.41
H 1.26 1.26 0.45
H -1.16 0.54 1.23
H -0.82 -0.97 0.39
H 1.97 -2.78 0.27
H -3.14 0.42 -0.48
H 0.87 1.02 2.69
H 2.31 -1.93 2.16
H -0.46 1.37 -2.92
H 0.69 -0.62 2.62
H -2.76 0.87 -2.17
H -2.40 -0.77 -1.58
H 0.96 1.24 -1.75
*
```

---

two:
# C6H12N2O2

One molecule with the formula C6H12N2O2 (ωB97M-V with the def2-TZVPD basis set, OMol25).

## Properties
LUMO	0.563	eV
gap between HOMO and LUMO	0.3439	Eh
SMILES	CCNC[C@@]1(C(=O)O)CN1
E_HOMO	-8.8	eV

```
! RIJCOSX wB97M-V def2-TZVPD def2/J DEFGRID3
* xyz 0 1
O -0.07 -2.73 -0.02
O 1.57 -1.55 1.12
N 1.08 0.60 0.30
N -2.04 -0.62 -0.18
C 0.77 0.53 -2.19
C -2.19 -0.97 1.22
C -0.18 0.73 1.03
C 1.27 1.29 -0.97
C 0.20 -1.63 0.40
C -0.87 -0.59 0.69
H -2.67 -0.24 1.89
H -2.38 -2.02 1.42
H 1.48 -0.67 1.60
H 0.85 1.17 -3.08
H 2.35 1.46 -1.07
H -0.27 0.22 -2.09
H 1.40 -0.36 -2.37
H -2.37 0.33 -0.38
H 0.01 0.79 2.10
H 2.09 0.39 0.80
H 0.80 2.28 -0.92
H -0.82 1.58 0.71
*
```

---

two is preferred energetically. Next in line: 18.2 kcal/mol higher.

---

one:
# C2H7N2O2

A 2-piece molecular cluster, C2H7N2O2 overall (ωB97M-V with the def2-TZVPD basis set, OMol25).

## Properties
LUMO	4.389	eV
gap between HOMO and LUMO	0.3123	Eh
E_HOMO	-4.1	eV

```
! RIJCOSX wB97M-V def2-TZVPD def2/J DEFGRID3
* xyz -1 1
O 0.52 -0.69 -1.50
O 0.22 1.34 -0.55
N -0.30 0.07 2.09
N 0.79 1.21 -2.73
C -0.41 -1.34 1.74
C 0.49 0.55 -1.50
H -0.86 -1.87 2.59
H 0.60 -1.70 1.55
H 0.56 2.19 -2.69
H -0.97 -1.53 0.82
H -1.18 0.40 2.47
H -0.06 0.68 1.28
H 0.60 0.70 -3.56
*
```

---

two:
# C2H7N2O2

A 2-piece molecular cluster, C2H7N2O2 overall (ωB97M-V with the def2-TZVPD basis set, OMol25).

## Properties
LUMO	3.535	eV
gap between HOMO and LUMO	0.2688	Eh
E_HOMO	-3.8	eV

```
! RIJCOSX wB97M-V def2-TZVPD def2/J DEFGRID3
* xyz -1 1
O -2.00 1.12 2.51
O -2.60 1.32 0.33
N 0.28 0.28 -0.97
N 2.02 -1.17 0.10
C -2.75 1.42 1.56
C 1.20 -0.92 -1.06
H 0.56 0.85 -0.16
H -3.65 2.02 1.93
H 0.54 -1.83 -1.27
H 2.60 -1.97 -0.38
H -0.72 0.02 -0.80
H 2.70 -0.42 0.14
H 1.83 -0.72 -1.94
*
```

---

one is preferred energetically. Next in line: 32.7 kcal/mol higher.

---

one:
# C4H4FN

C4H4FN as an isolated structure (ωB97M-V with the def2-TZVPD basis set, OMol25).

## Properties
LUMO (spin up / spin down)	-0.310 / 0.061	eV
gap between HOMO and LUMO (spin up / spin down)	0.2748 / 0.3291	Eh
E_HOMO (spin up / spin down)	-7.8 / -8.9	eV

```
! RIJCOSX wB97M-V def2-TZVPD def2/J DEFGRID3
* xyz 0 1
F -3.00 0.01 -0.17
N -0.03 -1.44 0.28
C 1.24 -1.17 -0.02
C 1.14 0.33 0.11
C -2.03 0.81 0.20
C -0.28 -0.13 0.16
H 1.47 0.96 -0.71
H -1.96 1.72 -0.39
H 1.94 -1.81 -0.53
H 1.50 0.71 1.06
*
```

---

two:
# C4H4FN

One molecule with the formula C4H4FN (ωB97M-V with the def2-TZVPD basis set, OMol25).

## Properties
LUMO	0.717	eV
gap between HOMO and LUMO	0.4049	Eh
SMILES	C=C(F)CC#N
E_HOMO	-10.3	eV

```
! RIJCOSX wB97M-V def2-TZVPD def2/J DEFGRID3
* xyz 0 1
F 0.97 -1.03 0.87
N 1.08 -1.52 -2.30
C -0.62 -0.28 -0.82
C 0.22 -0.01 0.61
C 0.15 1.06 1.39
C 0.35 -0.91 -1.65
H -0.39 1.92 1.03
H -1.28 -1.05 -0.36
H 0.81 1.28 2.29
H -1.30 0.54 -1.07
*
```

---

three:
# C4H4FN

One molecule with the formula C4H4FN (ωB97M-V with the def2-TZVPD basis set, OMol25).

## Properties
LUMO	0.769	eV
gap between HOMO and LUMO	0.4233	Eh
SMILES	C=C[C@@H](F)C#N
E_HOMO	-10.7	eV

```
! RIJCOSX wB97M-V def2-TZVPD def2/J DEFGRID3
* xyz 0 1
F 1.52 0.64 -0.88
N -0.50 1.06 1.85
C 0.18 0.46 1.10
C -0.41 -0.80 -1.00
C 0.67 -0.25 -0.11
C -1.62 -0.90 -0.49
H -0.11 -1.15 -1.94
H 1.30 -1.05 0.23
H -2.57 -1.17 -0.93
H -1.66 -0.85 0.63
*
```

---

two is preferred energetically. Next in line: 2.1 kcal/mol higher.

---

one:
# C6H16NO

A 2-piece molecular cluster, C6H16NO overall (ωB97M-V with the def2-TZVPD basis set, OMol25).

## Properties
LUMO	-3.214	eV
gap between HOMO and LUMO	0.3424	Eh
E_HOMO	-12.5	eV

```
! RIJCOSX wB97M-V def2-TZVPD def2/J DEFGRID3
* xyz 1 1
O 2.00 2.93 -0.32
N 1.14 1.02 1.47
C -2.85 0.16 -1.84
C -2.00 -0.98 -1.35
C -0.90 -0.82 -0.64
C 0.07 -1.88 -0.22
C 1.15 -1.39 0.76
C 0.71 -0.37 1.82
H -0.45 -2.68 0.29
H -0.37 -0.41 1.91
H 1.90 -0.88 0.12
H 1.36 1.58 2.29
H 0.56 -2.30 -1.08
H -0.69 0.20 -0.31
H 1.97 1.00 0.86
H 2.35 2.99 -1.23
H -2.53 1.11 -1.42
H 1.13 -0.62 2.79
H 0.45 1.46 0.87
H 1.75 -2.19 1.20
H -3.88 0.07 -1.49
H -2.78 0.20 -2.92
H 2.30 3.76 0.08
H -2.40 -1.95 -1.62
*
```

---

two:
# C6H16NO

C6H16NO as an isolated structure (ωB97M-V with the def2-TZVPD basis set, OMol25).

## Properties
LUMO	-9.422	eV
gap between HOMO and LUMO	0.1417	Eh
E_HOMO	-13.3	eV

```
! RIJCOSX wB97M-V def2-TZVPD def2/J DEFGRID3
* xyz 1 1
O -0.42 -1.65 -0.57
N 1.74 -0.64 -0.98
C 1.80 0.03 0.29
C 1.14 1.40 0.08
C -2.27 1.72 1.14
C 3.22 0.21 0.83
C -0.33 1.34 -0.43
C -1.33 0.87 0.62
H -2.98 1.32 1.88
H 1.72 1.93 -0.71
H -6.47 -4.29 -1.73
H 3.72 -0.78 0.96
H -0.34 0.55 -1.27
H 3.29 0.79 1.76
H 1.21 -0.55 1.08
H 2.50 -1.38 -1.16
H 1.17 2.07 1.00
H -0.66 2.31 -0.83
H 3.84 0.78 0.07
H 0.61 -1.29 -0.84
H -6.87 -4.77 -2.01
H -1.30 -0.21 0.95
H -2.37 2.74 0.82
H -0.65 -2.50 -0.93
*
```

---

one is preferred energetically. Next in line: 171.6 kcal/mol higher.

---

one:
# C17H22N2O4

One molecule with the formula C17H22N2O4 (ωB97M-V with the def2-TZVPD basis set, OMol25).

## Properties
LUMO	0.395	eV
gap between HOMO and LUMO	0.3267	Eh
SMILES	CCCCCCOC(=O)CCn1[nH]c(=O)c2ccccc2c1=O
E_HOMO	-8.5	eV

```
! RIJCOSX wB97M-V def2-TZVPD def2/J DEFGRID3
* xyz 0 1
O 4.53 2.52 -0.32
O -0.93 1.30 1.10
O -0.08 0.01 -0.52
O 3.09 -2.64 -0.45
N 3.03 0.88 -0.70
N 2.69 -0.46 -0.75
C 7.12 -1.71 0.55
C -3.14 0.56 0.37
C -4.30 -0.38 0.70
C -7.79 -0.95 -0.91
C -6.63 -1.13 0.05
C -1.98 0.36 1.34
C 4.88 -1.09 -0.08
C 5.83 -2.07 0.22
C 6.54 0.61 0.30
C 2.01 1.83 -1.10
C 4.27 1.32 -0.35
C -5.47 -0.20 -0.27
C 0.99 2.11 0.01
C 3.50 -1.50 -0.43
C 5.24 0.26 -0.04
C 7.47 -0.36 0.60
C -0.05 1.01 0.15
H -1.58 -0.65 1.24
H 2.54 2.75 -1.34
H 6.79 1.66 0.33
H 8.48 -0.08 0.86
H -7.47 -1.15 -1.93
H 7.85 -2.47 0.78
H 5.52 -3.10 0.18
H -2.29 0.54 2.37
H 1.50 2.22 0.97
H 1.70 -0.64 -0.91
H -8.61 -1.62 -0.67
H -6.28 -2.17 0.00
H -8.16 0.07 -0.87
H 1.49 1.45 -1.99
H -5.81 0.84 -0.22
H -4.64 -0.20 1.72
H -2.79 0.37 -0.65
H -3.48 1.60 0.43
H 0.46 3.04 -0.19
H -3.95 -1.41 0.64
H -5.12 -0.38 -1.29
H -6.97 -0.95 1.07
*
```

---

two:
# C17H22N2O4

One molecule with the formula C17H22N2O4 (ωB97M-V with the def2-TZVPD basis set, OMol25).

## Properties
LUMO	0.448	eV
gap between HOMO and LUMO	0.3276	Eh
SMILES	COC(=O)[C@H](CC(C)C)Nc1nc2cc(C)cc(C)c2c(=O)o1
E_HOMO	-8.5	eV

```
! RIJCOSX wB97M-V def2-TZVPD def2/J DEFGRID3
* xyz 0 1
O 2.42 -2.64 1.54
O 0.01 2.00 -3.54
O 0.73 0.23 -2.20
O 0.45 -2.61 2.72
N 0.90 -1.52 -0.69
N 0.68 0.54 0.10
C 0.30 2.51 -1.23
C 0.61 1.87 0.00
C -0.17 -3.53 -0.18
C 0.74 2.72 1.20
C 0.35 1.56 -2.45
C -2.38 -2.52 -0.67
C -2.05 -4.48 -2.00
C 1.24 -2.44 1.63
C 1.11 -2.71 4.03
C 0.26 4.72 -0.10
C -1.27 -3.34 -1.30
C 0.24 4.74 -2.50
C 0.61 4.91 2.33
C 0.35 -2.20 0.39
C 0.55 4.14 1.15
C 0.20 3.95 -1.24
C 0.76 -0.16 -0.91
H 0.64 -4.13 -0.68
H -2.73 -5.04 -1.36
H -2.02 -1.46 -0.55
H -3.19 -2.26 -1.35
H 0.25 5.83 -0.02
H 1.15 -3.81 4.32
H 0.88 2.27 2.18
H -0.64 -4.12 0.60
H 2.18 -2.44 3.99
H 1.70 -1.90 -1.11
H 0.05 5.82 2.22
H -0.61 4.57 -3.23
H -2.60 -4.12 -2.95
H 0.56 -2.05 4.80
H 0.17 5.81 -2.11
H 1.10 4.56 -3.00
H -0.78 -2.91 -2.12
H -0.46 -1.52 0.74
H 1.60 5.09 2.59
H 0.20 4.31 3.17
H -2.77 -3.03 0.20
H -1.31 -5.18 -2.42
*
```

---

one is preferred energetically. Next in line: 61.5 kcal/mol higher.